1.
This record from OMol25 describes a structure of composition C48H64F6N4O6PtS3SbTe. The level of theory is ωB97M-V/def2-TZVPD.

Structure (XYZ):
```
134
Properties=species:S:1:pos:R:3:forces:R:3
Pt 0.12196 -1.07012 -1.35649 0.44 0.57 -0.42
C 4.56578 2.02961 -0.15132 -0.01 0.03 -0.02
C 3.98580 2.35118 1.22953 -0.01 0.06 -0.07
C 3.68640 3.84134 1.31815 0.01 0.00 0.04
C 5.00046 1.93582 2.29126 0.03 -0.01 0.00
Sb 2.24185 1.04538 1.39112 0.11 -0.11 -0.09
C 4.66063 -1.65040 3.07315 -0.08 0.13 0.04
C 3.34933 -2.26627 3.41081 -0.03 0.00 -0.03
C 5.20914 -1.89004 1.71351 0.02 -0.04 -0.06
C 5.51773 -1.11591 4.16540 0.03 -0.06 0.04
C 1.04556 1.92777 2.98284 -0.01 -0.01 0.05
C -0.06743 0.91614 3.26109 -0.03 0.01 -0.02
C 1.91604 2.07593 4.22863 0.00 -0.02 0.03
C 0.42722 3.26773 2.60364 0.02 0.03 0.00
H 5.50012 2.58507 -0.29544 0.00 -0.01 0.00
H 3.88945 2.31921 -0.95845 -0.02 0.01 0.00
H 4.79306 0.96528 -0.26229 0.00 -0.02 0.01
H 4.57557 4.41248 1.02419 0.01 0.00 0.01
H 3.42803 4.14477 2.33432 -0.02 -0.01 0.00
H 2.87335 4.13293 0.65288 0.00 -0.01 -0.02
H 5.93299 2.49441 2.14737 0.00 0.01 0.00
H 5.24111 0.87277 2.22003 -0.01 0.00 0.01
H 4.65507 2.13268 3.30742 -0.02 0.01 0.01
H 2.60171 -2.06751 2.63706 -0.01 -0.01 -0.02
H 2.95752 -1.90482 4.36298 -0.02 0.01 0.01
H 3.42552 -3.36208 3.49211 0.01 -0.02 0.02
H 4.49623 -1.58639 0.93668 -0.02 -0.01 -0.01
H 5.40536 -2.95995 1.54344 0.03 -0.05 -0.02
H 6.14860 -1.36063 1.54618 -0.01 0.02 -0.01
H 4.96712 -0.41460 4.80113 -0.01 0.00 0.00
H 6.40073 -0.60371 3.78069 -0.01 0.01 -0.01
H 5.87409 -1.91252 4.83637 0.00 -0.02 -0.01
H 0.32282 -0.05610 3.56741 0.01 0.00 0.01
H -0.70027 0.76143 2.38290 0.00 0.00 -0.01
H -0.70844 1.28826 4.06809 0.00 0.00 0.01
H 2.41800 1.14109 4.49800 0.01 -0.01 -0.01
H 1.28798 2.35846 5.08093 0.00 0.00 0.00
H 2.67514 2.85002 4.10988 0.01 0.01 -0.01
H -0.17239 3.19298 1.69704 -0.01 -0.02 0.00
H 1.17819 4.04312 2.44941 -0.01 -0.01 0.00
H -0.22943 3.59437 3.41867 0.00 0.01 0.00
F 0.54407 -4.27443 0.15661 -0.01 -0.01 0.02
C -0.14506 -4.25527 1.30467 -0.06 0.01 -0.03
F 0.61894 -4.81226 2.23981 0.05 0.01 0.03
F -1.24259 -4.99038 1.15734 0.02 0.01 0.00
S -0.56628 -2.50270 1.82979 -0.02 0.08 0.10
O 0.39736 -1.68739 1.11217 -0.06 -0.15 -0.01
O -0.50976 -2.54477 3.25234 0.03 0.00 -0.03
N -2.04850 -2.23454 1.36380 -0.05 -0.10 0.00
S -2.34659 -2.00568 -0.15339 -0.08 -0.05 0.13
O -2.32868 -0.62790 -0.58519 -0.01 -0.10 0.06
O -1.61866 -2.92161 -1.02342 -0.04 -0.09 0.00
C -4.10942 -2.54265 -0.23454 -0.01 0.04 -0.03
F -4.28393 -3.70039 0.38379 0.03 -0.02 -0.02
F -4.43476 -2.68724 -1.52190 0.00 0.01 0.00
F -4.89690 -1.62560 0.30819 0.02 -0.02 0.03
C -2.16090 -4.30919 -8.94445 0.00 -0.02 -0.02
C -1.74550 -3.46058 -7.77557 -0.01 0.02 0.00
C -1.81485 -3.93304 -6.47877 0.02 -0.01 -0.01
C -1.44196 -3.15198 -5.38203 -0.02 -0.01 -0.03
C -1.64786 -3.74948 -4.02029 0.00 0.02 0.07
C -0.96350 -1.85800 -5.59307 0.05 0.06 -0.07
Te -0.18169 -0.52511 -4.07160 -0.18 -0.29 0.01
N 0.62517 0.87793 -1.95204 -0.04 0.14 -0.06
C 1.07618 1.87036 -1.32501 0.04 -0.06 0.18
O 1.18774 2.04929 0.00668 -0.09 0.04 0.06
C 1.52175 3.08894 -2.08011 -0.09 0.02 -0.05
C 1.28799 4.36272 -1.57175 -0.02 0.00 0.01
C 1.67462 5.48443 -2.29023 0.02 -0.01 -0.01
C 2.32168 5.34096 -3.51028 0.00 0.00 0.01
C 2.57464 4.07080 -4.01130 0.00 0.02 -0.01
C 2.16902 2.95086 -3.30248 -0.02 -0.05 -0.06
C -2.07418 0.41652 -3.87795 0.08 -0.01 0.06
C -3.15319 -0.41156 -3.57769 0.00 0.01 0.05
C -4.42257 0.11141 -3.42484 -0.03 0.00 -0.02
C -4.61867 1.47782 -3.57678 0.01 -0.02 0.00
C -3.54842 2.29277 -3.89106 0.01 0.00 -0.01
C -2.25540 1.78606 -4.05102 -0.05 0.00 -0.08
C -1.16167 2.74140 -4.42510 0.09 0.06 0.00
C -0.91015 -1.35251 -6.90844 0.01 0.02 0.04
C -0.46730 0.05656 -7.21245 0.01 0.03 0.00
C -1.29937 -2.15726 -7.96811 0.00 0.00 0.01
H -2.35456 -5.33652 -8.63851 0.00 0.00 0.00
H -1.38740 -4.32246 -9.71353 0.00 0.00 0.00
H -3.07075 -3.91980 -9.40476 0.00 0.01 0.00
H -2.18040 -4.93937 -6.29929 0.00 -0.01 0.01
H -2.69500 -3.67112 -3.71814 -0.01 0.02 0.00
H -1.06896 -3.24387 -3.25304 0.01 -0.01 0.01
H -1.40567 -4.81241 -4.01784 0.03 -0.04 0.01
H 0.79491 4.46570 -0.61355 -0.01 0.00 0.00
H 1.47680 6.47219 -1.89407 0.00 0.01 0.00
H 2.63310 6.21588 -4.06619 0.00 0.01 0.00
H 3.08808 3.95409 -4.95739 0.00 0.00 0.00
H 2.34643 1.95369 -3.68839 -0.01 0.01 0.01
H -2.99919 -1.47302 -3.44521 0.03 -0.03 0.00
H -5.25020 -0.54218 -3.18163 0.00 0.00 0.00
H -5.60602 1.90445 -3.45647 0.00 0.00 0.00
H -3.70463 3.35667 -4.02699 0.00 0.01 0.00
H -1.52035 3.44711 -5.17625 0.01 0.00 0.01
H -0.28235 2.23579 -4.82089 0.02 -0.01 0.01
H -0.83380 3.31552 -3.55900 0.04 0.02 0.06
H 0.58337 0.21674 -6.96228 0.00 0.00 0.00
H -1.05031 0.78755 -6.64712 -0.01 -0.01 -0.01
H -0.59766 0.27446 -8.27166 0.00 0.00 0.00
H -1.25470 -1.75574 -8.97489 0.00 0.00 -0.01
C 1.04273 -7.27588 -4.22500 0.00 -0.02 0.02
C 1.10819 -6.20894 -3.14133 -0.04 0.04 -0.04
C 1.59640 -4.88853 -3.71702 0.09 -0.03 0.03
N 1.70437 -3.85845 -2.68437 0.03 0.12 0.00
C 2.67153 -2.97781 -2.48731 -0.05 -0.17 0.10
S 2.46621 -1.57306 -1.57743 -0.07 -0.02 0.04
N 3.91845 -3.19328 -3.03320 -0.04 0.00 -0.10
C 4.68098 -4.37471 -3.11876 0.04 0.02 0.08
O 5.57931 -4.43251 -3.92031 0.00 0.00 -0.02
C 4.39891 -5.45688 -2.13409 -0.07 0.02 -0.07
C 3.94783 -5.17687 -0.84822 -0.03 -0.02 0.04
C 3.75159 -6.21185 0.05327 0.00 -0.01 -0.02
C 3.99540 -7.52230 -0.33432 -0.01 0.01 0.02
C 4.45640 -7.80063 -1.61526 0.00 -0.01 -0.02
C 4.67128 -6.76782 -2.51222 -0.02 -0.01 0.00
H 0.68407 -8.22243 -3.82241 0.00 0.00 0.00
H 2.02941 -7.45017 -4.65869 0.01 0.00 -0.01
H 0.37041 -6.97966 -5.03306 0.00 0.01 -0.01
H 1.77258 -6.51854 -2.33377 0.06 -0.02 0.02
H 0.11986 -6.06574 -2.69653 -0.02 0.03 0.02
H 0.90488 -4.52020 -4.48037 -0.01 -0.03 -0.02
H 2.56124 -5.02062 -4.20324 0.02 0.03 0.03
H 0.85797 -3.65918 -2.16157 -0.02 0.00 -0.02
H 4.41919 -2.36010 -3.30738 0.01 -0.01 -0.01
H 3.76669 -4.15668 -0.53488 -0.01 0.04 0.01
H 3.40769 -5.99249 1.05539 -0.01 0.00 0.00
H 3.83319 -8.33003 0.36738 0.00 0.00 0.00
H 4.65526 -8.82227 -1.91033 0.00 0.00 0.00
H 5.05066 -6.95984 -3.50739 0.00 0.00 -0.01
```
Positions in Å, forces in eV/Å.

## Properties
- total charge = 0
- E_HOMO (alpha / beta) (eV) = -6.84 / -7.96
- total energy (eV) = -134945.695
- multiplicity = 4
- orbital gap (alpha / beta) (eV) = 6.5 / 6.9

---

2.
This record from OMol25 describes the molecule CH4NOP in a non-equilibrium geometry. The level of theory is ωB97M-V/def2-TZVPD.

Structure (XYZ):
```
8
Properties=species:S:1:pos:R:3:forces:R:3
C -0.98883 0.33050 -0.11826 -2.05 0.30 -1.10
N 0.15093 -0.51704 -0.26143 3.68 0.82 1.53
O 2.92403 -0.45169 -0.26518 -0.70 0.48 0.76
P 1.84642 0.22467 0.48843 -1.76 -1.39 -2.12
H -1.05227 0.90803 0.80902 -0.18 -0.16 0.26
H -1.00843 1.10281 -0.93463 -0.26 -0.91 0.52
H -1.87922 -0.41722 -0.20632 1.04 1.89 0.12
H 0.00738 -1.18006 0.48837 0.23 -1.03 0.02
```
Positions in Å, forces in eV/Å.

## Properties
- total charge = 0
- E_HOMO (eV) = -9.23
- total energy (eV) = -13927.217
- orbital gap (eV) = 8.2

---

3.
This record from OMol25 describes the molecule C4H3N3 in a non-equilibrium geometry. The level of theory is ωB97M-V/def2-TZVPD.

Structure (XYZ):
```
10
Properties=species:S:1:pos:R:3:forces:R:3
N -0.22568 1.95779 1.04797 0.60 -0.54 1.33
C 0.06291 2.01084 2.20130 -0.40 0.90 -0.15
C 0.06224 0.80689 0.29615 -0.08 -0.14 -0.53
N 1.16199 0.57598 -0.34647 -0.35 0.09 -0.15
C 0.94184 -0.64724 -0.94122 -0.02 -0.29 -0.21
C -0.28899 -1.13635 -0.61767 0.10 -0.12 -0.14
N -0.85246 -0.18504 0.20699 0.00 0.11 -0.16
H 1.68495 -1.07479 -1.59713 -0.10 -0.05 0.11
H -0.83772 -2.00980 -0.92822 0.15 -0.02 0.09
H -1.72637 -0.23398 0.70815 0.12 0.05 -0.19
```
Positions in Å, forces in eV/Å.

## Properties
- total charge = 0
- E_HOMO (eV) = -9.14
- total energy (eV) = -8664.912
- orbital gap (eV) = 9.5

---

4.
This record from OMol25 describes a structure of composition C29H42N5O5S2Tl. The level of theory is ωB97M-V/def2-TZVPD.

Structure (XYZ):
```
84
Properties=species:S:1:pos:R:3:forces:R:3
Tl -0.86760 -0.09729 -0.42616 -0.06 -0.07 0.17
C 1.12216 -3.38574 -0.08394 -0.11 0.21 -0.17
C 0.79277 -2.43306 1.04131 0.04 -0.10 0.09
C 1.62434 -1.33594 1.29162 0.20 -0.10 0.05
C 2.69821 -0.97473 0.28976 0.00 -0.01 0.08
C 1.48445 -0.60067 2.46865 0.07 0.15 -0.11
C 2.47654 0.50699 2.74939 -0.08 -0.07 -0.11
C 0.45166 -0.89581 3.36842 -0.02 -0.03 0.10
C 0.38386 -0.11268 4.66332 0.06 -0.09 -0.08
C -0.46999 -1.89853 3.04576 -0.12 0.07 0.00
C -1.66534 -2.22699 3.91379 0.05 0.03 -0.05
C -0.30471 -2.65497 1.87284 -0.07 -0.12 -0.06
C -1.32648 -3.71194 1.51901 0.04 0.04 0.13
H 2.20203 -3.47089 -0.20968 -0.01 -0.03 0.04
H 0.71091 -3.06757 -1.05067 -0.02 -0.02 0.07
H 0.73995 -4.38318 0.11513 0.03 -0.01 0.00
H 3.65188 -1.45711 0.52987 -0.01 0.01 -0.04
H 2.87447 0.10174 0.27030 0.01 -0.04 -0.01
H 2.40350 -1.28097 -0.71628 0.02 0.03 0.05
H 2.41697 0.88098 3.76526 0.00 0.01 0.02
H 2.31626 1.35393 2.07239 0.03 0.00 0.04
H 3.49900 0.16231 2.58791 0.00 0.03 0.01
H 1.28610 -0.28260 5.25346 -0.02 0.03 0.02
H -0.45558 -0.39358 5.28964 0.00 0.01 0.02
H 0.31685 0.96302 4.48043 0.03 -0.01 0.00
H -1.64533 -1.74015 4.88277 0.01 -0.01 0.01
H -1.72731 -3.29985 4.09827 -0.03 0.01 0.00
H -2.59497 -1.93460 3.41269 0.02 -0.07 0.04
H -1.19968 -4.61466 2.12407 0.00 0.00 -0.04
H -1.26942 -3.99987 0.47240 -0.02 0.00 0.01
H -2.33800 -3.34763 1.70400 0.02 -0.02 -0.03
C 0.08738 5.49919 0.98088 0.01 -0.03 -0.03
N -0.52036 4.57064 0.03561 -0.04 0.03 -0.06
C -0.67607 5.07575 -1.32284 0.06 -0.04 0.04
C -0.79021 3.28585 0.30509 -0.06 -0.06 0.03
O -1.17249 2.48183 -0.54923 0.04 0.21 -0.03
C -0.59845 2.82680 1.75172 0.14 -0.07 0.01
O -0.98126 1.48334 1.91526 -0.17 0.05 -0.11
C -2.08239 1.23624 2.76170 0.01 -0.05 0.03
C -3.17172 0.42874 2.06548 -0.05 -0.04 0.13
O -3.05574 0.05673 0.89558 0.08 0.03 -0.06
N -4.24902 0.15438 2.81299 -0.07 -0.03 -0.04
C -5.39631 -0.52773 2.21978 0.01 0.00 0.04
C -4.37580 0.54111 4.21543 0.04 0.10 -0.06
H -0.38874 6.47313 0.88186 -0.03 0.00 0.02
H 1.15253 5.61880 0.77037 0.00 -0.01 0.00
H -0.02860 5.16825 2.00778 0.00 0.03 -0.02
H -1.17490 6.04342 -1.28861 0.00 0.00 0.00
H -1.27278 4.37743 -1.89764 -0.02 -0.02 -0.01
H 0.29736 5.19829 -1.80373 -0.01 0.01 0.02
H -1.15314 3.48000 2.42728 -0.01 0.01 0.02
H 0.46218 2.90608 2.00608 0.01 0.06 0.04
H -2.52352 2.17086 3.11890 0.02 0.01 0.04
H -1.72786 0.67648 3.63072 -0.08 0.04 -0.03
H -5.23111 -0.65195 1.15640 0.02 0.00 -0.02
H -6.29588 0.06675 2.38053 0.01 0.00 0.00
H -5.53572 -1.50609 2.68166 0.02 0.00 0.01
H -3.46083 0.34296 4.77138 -0.01 -0.03 0.00
H -5.16885 -0.05290 4.66081 0.00 -0.02 0.01
H -4.63846 1.59576 4.32842 -0.01 -0.02 -0.03
N 6.19262 -0.34186 -5.02706 0.09 -0.08 -0.03
C 4.98047 -0.84741 -4.89362 -0.14 0.02 0.02
C 4.05263 -0.77011 -5.98489 0.05 0.00 -0.05
C 2.80331 -1.29335 -5.84503 0.04 -0.13 0.04
C 2.45227 -1.91368 -4.63086 0.03 0.19 0.11
C 3.34559 -1.98855 -3.53789 -0.04 -0.10 -0.11
C 4.59362 -1.46464 -3.65988 0.03 -0.03 0.04
S 0.82627 -2.57827 -4.42788 -0.46 0.48 0.10
O 0.24844 -2.73179 -5.72837 0.02 0.11 -0.08
O 0.92008 -3.66594 -3.52179 0.05 -0.15 0.13
N 0.17472 -1.30463 -3.59574 0.20 -0.15 -0.13
C -0.65692 -0.45105 -4.11012 -0.30 -0.19 -0.59
S -1.26871 -0.41322 -5.83248 0.22 -0.10 0.36
C -2.16478 0.94525 -5.44159 -0.11 0.03 -0.07
C -2.02980 1.28794 -4.08773 0.07 0.05 0.24
N -1.21645 0.54211 -3.37125 0.19 -0.09 -0.11
H 6.50353 0.04956 -5.90657 0.02 0.04 0.06
H 6.86641 -0.40030 -4.27488 0.02 0.03 -0.06
H 4.36021 -0.30862 -6.91598 0.02 0.00 0.05
H 2.09540 -1.27709 -6.66397 -0.01 0.01 0.05
H 3.03054 -2.49865 -2.63500 0.01 0.06 -0.04
H 5.30522 -1.52851 -2.84498 0.00 0.03 -0.05
H -2.78011 1.45686 -6.16740 0.01 -0.04 0.01
H -2.55129 2.10782 -3.61041 0.01 -0.01 -0.07
```
Positions in Å, forces in eV/Å.

## Properties
- total charge = +2
- E_HOMO (alpha / beta) (eV) = -12.35 / -12.35
- total energy (eV) = -74792.269
- orbital gap (alpha / beta) (eV) = 3.5 / 5.0

---

ΔE to the lowest compared entry with this formula, charge and spin across the listed records, respectively: 0.000 1.316 1.499 0.347 eV.